No. 1
13
Properties=species:S:1:pos:R:3 method="wB97M-V/def2-TZVPD" lumo_ev="-4.37 / -4.37" relative_energy_kcal_mol=81.9
C 1.367 -1.726 -0.188
C -0.064 2.033 0.011
N 1.087 -0.322 -0.404
O -1.352 -0.324 -0.695
O -0.467 -0.310 1.529
S -0.272 0.195 0.185
I -4.128 -0.363 -0.055
H 2.432 -1.915 -0.078
H 0.718 -2.004 0.760
H 0.959 -2.391 -0.902
H -0.804 2.231 -0.775
H -0.387 2.512 0.924
H 0.912 2.383 -0.309



No. 2
39
Properties=species:S:1:pos:R:3 method="wB97M-V/def2-TZVPD" lumo_ev=0.28 smiles=COCCNCCOC.O.O.O.O.O relative_energy_kcal_mol=67.2
C 2.365 -1.741 -0.735
O 1.342 -1.163 -1.515
C 0.684 -0.138 -0.826
C -0.138 0.654 -1.827
N -0.921 1.678 -1.117
C -1.706 2.541 -1.988
C -2.709 1.752 -2.833
O -3.478 2.655 -3.559
C -4.485 2.014 -4.340
H 2.842 -2.532 -1.308
H 1.960 -2.162 0.191
H 3.137 -1.002 -0.487
H 1.407 0.551 -0.359
H 0.047 -0.479 0.002
H -0.798 -0.061 -2.311
H 0.528 1.169 -2.528
H -0.268 2.229 -0.577
H -1.068 3.188 -2.610
H -2.303 3.232 -1.387
H -3.292 1.179 -2.097
H -2.164 1.062 -3.484
H -5.010 2.803 -4.876
H -5.181 1.495 -3.680
H -3.984 1.385 -5.080
O 1.477 -2.005 3.100
H 2.051 -1.411 2.592
H 0.736 -2.203 2.508
O 2.204 0.592 2.520
H 1.802 1.004 3.296
H 2.817 1.248 2.173
O -0.623 -3.035 1.360
H -1.015 -2.251 0.961
H -1.295 -3.718 1.275
O 3.739 -2.158 4.940
H 4.523 -2.054 4.394
H 3.027 -2.382 4.322
O 0.905 -0.499 5.431
H 1.774 -0.429 5.840
H 1.069 -1.009 4.616



No. 3
35
Properties=species:S:1:pos:R:3 method="wB97M-V/def2-TZVPD" total_charge=-2 spin_multiplicity=6 lumo_ev="4.22 / 4.19"
Ru 9.010 12.239 9.729
S 9.884 15.593 13.139
Sb 9.679 13.297 12.838
S 11.132 12.693 10.834
S 7.777 13.612 11.181
C 6.967 5.861 9.717
C 7.156 7.043 8.811
O 7.913 8.075 9.487
P 7.276 9.495 9.901
S 8.445 10.297 11.345
S 7.495 10.852 8.421
O 5.786 9.020 10.236
C 4.694 9.920 10.076
C 3.796 9.459 8.955
H 6.289 5.165 9.190
H 6.415 6.144 10.589
H 7.911 5.339 9.896
H 6.157 7.430 8.460
H 7.717 6.776 7.886
H 5.087 10.947 9.792
H 4.193 9.963 11.014
H 4.318 9.491 7.972
H 2.932 10.116 8.861
H 3.494 8.425 9.070
Cl 11.679 12.499 7.602
C 10.240 13.420 7.229
C 9.141 13.369 8.088
C 8.018 14.108 7.725
Cl 6.534 13.889 8.533
C 7.961 14.880 6.551
Cl 6.652 15.941 6.275
C 9.051 14.870 5.675
Cl 9.084 15.903 4.284
C 10.212 14.125 6.023
Cl 11.560 14.051 4.972



No. 4
72
Properties=species:S:1:pos:R:3 method="wB97M-V/def2-TZVPD" total_charge=+4 lumo_ev="-14.46 / -15.23"
Ru -0.115 -1.406 -0.237
C -3.315 -1.193 -1.130
N -2.238 -2.144 -1.456
C -2.522 -3.543 -1.092
C -1.641 -3.958 0.033
N -0.654 -3.193 0.486
C 0.035 -3.932 1.474
C 1.139 -3.622 2.254
C 1.588 -4.602 3.120
C 0.945 -5.846 3.217
C -0.164 -6.148 2.458
C -0.602 -5.159 1.590
N -1.656 -5.123 0.662
C -2.913 -0.374 0.052
N -1.694 -0.448 0.563
C -1.643 0.436 1.666
C -0.636 0.705 2.584
C -0.932 1.603 3.589
C -2.195 2.213 3.681
C -3.202 1.938 2.781
C -2.895 1.029 1.775
N -3.660 0.490 0.732
H -4.251 -1.712 -0.916
H -3.517 -0.541 -1.981
H -2.032 -2.100 -2.443
H -2.333 -4.196 -1.945
H -3.569 -3.686 -0.821
H 1.614 -2.646 2.219
H 2.446 -4.406 3.748
H 1.324 -6.585 3.909
H -0.658 -7.108 2.540
H -2.317 -5.872 0.502
H 0.327 0.211 2.534
H -0.188 1.824 4.343
H -2.393 2.900 4.494
H -4.181 2.392 2.873
H -4.640 0.678 0.568
I 2.305 -2.580 -0.988
C 1.525 -1.710 -2.726
C 2.171 -1.686 -3.941
C 1.515 -1.037 -4.983
C 0.277 -0.450 -4.755
C -0.289 -0.542 -3.496
N 0.329 -1.179 -2.487
H 3.131 -2.165 -4.083
H 1.970 -1.000 -5.965
H -0.255 0.059 -5.547
H -1.263 -0.115 -3.285
O 0.785 0.566 -0.288
S 0.659 1.872 -1.055
C 2.307 2.503 -1.242
C 2.452 3.654 -2.090
C 3.693 4.187 -2.274
C 4.792 3.613 -1.600
C 4.639 2.445 -0.779
C 3.401 1.902 -0.586
C 0.271 3.180 0.072
C -0.711 4.087 -0.342
C -1.007 5.148 0.492
C -0.316 5.303 1.701
C 0.654 4.383 2.101
C 0.974 3.319 1.282
H 1.586 4.099 -2.571
H 3.833 5.052 -2.911
H 5.769 4.076 -1.683
H 5.509 2.007 -0.306
H 3.257 1.032 0.041
H -1.233 3.962 -1.284
H -1.776 5.856 0.209
H -0.528 6.160 2.327
H 1.176 4.515 3.040
H 1.739 2.610 1.574



No. 5
10
Properties=species:S:1:pos:R:3 method="wB97M-V/def2-TZVPD" lumo_ev="-0.59 / -0.59" relative_energy_kcal_mol=78.1
C 0.535 0.389 -0.800
C -0.130 -0.017 0.360
N -1.458 -0.037 0.358
O -0.129 0.449 -1.814
O 1.856 0.586 -0.587
F 0.389 0.106 1.576
H 0.667 -1.730 0.291
H -1.676 -0.025 -0.708
H 1.926 0.898 0.318
H -1.978 -0.619 1.006



No. 6
18
Properties=species:S:1:pos:R:3 method="wB97M-V/def2-TZVPD" lumo_ev=0.53 smiles=N[C@H](CO)CS.O relative_energy_kcal_mol=7.7
C -0.732 -1.523 -0.678
O -0.602 -2.935 -0.575
C -0.175 -0.893 0.560
C -0.452 0.595 0.477
S 0.444 1.473 1.794
N 1.230 -1.240 0.680
H -0.112 -1.145 -1.484
H -1.788 -1.246 -0.786
H -1.042 -3.319 -1.340
H -0.694 -1.274 1.450
H -1.510 0.707 0.730
H -0.277 1.083 -0.474
H 0.654 2.654 1.206
H 1.746 -0.499 1.130
H 1.317 -2.131 1.142
H -0.994 2.277 -3.112
H 0.378 1.686 -3.411
O -0.053 2.520 -3.160



No. 7
66
Properties=species:S:1:pos:R:3 method="wB97M-V/def2-TZVPD" lumo_ev=-0.50
Re -0.659 0.608 -0.391
O -4.994 3.274 1.663
C -3.997 3.547 2.519
C -4.311 4.292 3.656
C -3.336 4.606 4.580
C -2.020 4.187 4.396
C -1.700 3.451 3.274
C -2.670 3.124 2.324
C -2.278 2.350 1.143
O -1.019 2.070 0.954
N -3.169 1.971 0.258
N -2.488 1.358 -0.756
C -2.882 1.512 -2.009
C -1.829 1.384 -2.935
C -1.939 1.524 -4.334
C -0.810 1.572 -5.094
C 0.450 1.478 -4.466
C 0.510 1.306 -3.117
N -0.601 1.246 -2.334
H -4.632 2.740 0.923
H -5.337 4.609 3.787
H -3.602 5.183 5.457
H -1.259 4.432 5.124
H -0.688 3.109 3.107
H -3.864 1.892 -2.247
H -2.924 1.590 -4.775
H -0.875 1.682 -6.169
H 1.365 1.532 -5.038
H 1.449 1.197 -2.592
O 1.281 0.793 -0.173
N 1.863 0.575 1.056
C 3.142 0.990 1.184
C 3.824 0.758 2.336
C 3.165 0.074 3.375
C 1.872 -0.333 3.215
C 1.171 -0.082 2.012
S -0.422 -0.584 1.714
H 3.534 1.503 0.318
H 4.844 1.098 2.435
H 3.683 -0.126 4.303
H 1.340 -0.857 3.997
C 1.488 -4.004 1.590
C 0.485 -4.098 0.458
C -0.943 -4.143 0.963
O 0.769 -2.955 -0.397
P -0.103 -2.598 -1.695
S -0.687 -4.142 -2.700
S -1.694 -1.389 -1.240
O 0.900 -1.574 -2.401
C 2.272 -1.821 -2.813
C 2.529 -3.230 -3.308
C 3.216 -1.419 -1.696
H 1.448 -4.911 2.195
H 1.258 -3.150 2.229
H 2.500 -3.890 1.200
H 0.688 -4.987 -0.144
H -1.172 -3.252 1.548
H -1.052 -5.020 1.603
H -1.655 -4.230 0.145
H 2.391 -1.128 -3.650
H 2.442 -3.956 -2.500
H 3.546 -3.272 -3.702
H 1.832 -3.508 -4.095
H 3.134 -2.111 -0.858
H 2.977 -0.416 -1.346
H 4.242 -1.430 -2.067



No. 8
86
Properties=species:S:1:pos:R:3 method="wB97M-V/def2-TZVPD" spin_multiplicity=4 lumo_ev="0.37 / 0.00"
Co -0.290 0.956 -0.373
I 0.945 -0.949 -1.962
Cl -1.675 2.484 1.106
C 5.200 -0.912 0.035
Cl 6.486 0.240 -0.191
Cl 3.919 -0.137 1.044
Cl 5.711 -2.422 0.747
H 4.815 -1.091 -0.969
C -2.365 -4.036 0.037
O -1.764 -4.656 1.166
C -2.629 -5.095 2.146
O -3.843 -5.103 2.115
O -1.946 -5.474 3.265
C -2.523 -5.815 4.444
H -2.966 -3.197 0.389
H -2.951 -4.806 -0.465
H -1.538 -3.855 -0.649
H -3.149 -6.699 4.315
H -3.125 -4.980 4.802
H -1.756 -5.857 5.217
C -2.682 -1.635 -3.401
O -3.745 -0.800 -2.798
C -3.448 -0.062 -1.651
O -2.320 0.149 -1.126
O -4.638 0.238 -1.108
C -4.576 0.707 0.218
H -2.913 -1.977 -4.410
H -2.542 -2.508 -2.764
H -1.760 -1.054 -3.427
H -4.089 1.663 0.027
H -3.925 0.045 0.789
H -5.538 0.727 0.732
C -0.589 5.160 -1.288
O -0.349 4.593 -2.614
C -0.472 3.312 -2.882
O -0.487 2.420 -1.994
O -0.727 3.110 -4.191
C -1.624 2.028 -4.565
H -1.619 5.032 -0.955
H -0.415 6.234 -1.360
H 0.076 4.730 -0.539
H -1.575 1.090 -4.012
H -1.312 1.688 -5.552
H -2.659 2.370 -4.594
C 1.445 -2.746 1.509
O 1.488 -1.744 2.482
C 0.881 -0.589 2.334
O 0.394 -0.112 1.289
O 1.000 0.076 3.498
C 0.160 1.208 3.832
H 2.149 -2.479 0.721
H 0.459 -2.740 1.044
H 1.783 -3.705 1.903
H -0.857 0.817 3.844
H 0.255 1.975 3.064
H 0.341 1.643 4.815
C -3.709 -1.072 2.881
C -2.676 -1.570 3.865
O -1.822 -2.475 3.590
C -2.671 -1.156 5.259
H -3.870 -1.727 2.025
H -3.366 -0.128 2.457
H -4.584 -0.814 3.477
H -2.999 -1.894 5.990
H -3.398 -0.353 5.376
H -1.694 -0.759 5.535
C 5.687 2.485 -4.636
C 5.649 1.022 -4.111
O 6.675 0.500 -3.770
C 4.311 0.233 -4.011
H 4.748 2.648 -5.165
H 6.499 2.635 -5.348
H 5.657 3.167 -3.787
H 4.307 -0.798 -4.366
H 3.593 0.769 -4.632
H 3.798 0.246 -3.050
C 3.124 3.132 -1.353
C 2.490 2.780 -0.002
O 1.434 2.134 0.015
C 3.075 3.347 1.245
H 2.498 3.031 -2.239
H 4.070 2.627 -1.549
H 3.393 4.187 -1.399
H 2.989 4.434 1.246
H 4.104 2.986 1.258
H 2.565 2.919 2.108



| no. | molar mass (g/mol) |
| --- | --- |
| 1 | 235.0 |
| 2 | 223.3 |
| 3 | 753.6 |
| 4 | 785.7 |
| 5 | 93.1 |
| 6 | 125.2 |
| 7 | 765.9 |
| 8 | 875.2 |